Record 1
Density functional theory data (ωB97M-V/def2-TZVPD) for a 33-piece molecular cluster, H66O33 overall at a distorted geometry.

Structure (ORCA input):
```
! RIJCOSX wB97M-V def2-TZVPD def2/J DEFGRID3
* xyz 0 1
O -13.25853 -17.46582 -1.96352
O -13.51547 -15.98973 -4.33268
O -11.49902 -11.18320 -1.31286
O -7.53723 -15.64633 2.68804
O -10.02532 -17.18086 4.90320
O -9.89034 -13.13443 -0.20023
O -17.42359 -16.96003 1.50409
O -12.71322 -13.32540 5.48714
O -12.85489 -20.96829 3.41922
O -16.91441 -14.04904 1.58416
O -13.95175 -11.14392 -0.03233
O -11.02784 -15.24100 1.28036
O -9.34762 -19.44754 -1.23905
O -17.04933 -15.74199 4.35860
O -13.92736 -22.13538 1.29855
O -12.82139 -13.27283 -3.51678
O -14.34262 -13.82117 0.64641
O -10.51014 -17.34648 -3.01016
O -8.85163 -12.42623 2.60746
O -14.92517 -17.15060 2.54531
O -9.51605 -17.42487 0.70081
O -10.35971 -19.35465 2.94566
O -9.19991 -14.79836 -2.41494
O -11.54173 -21.49023 -2.03331
O -14.60706 -15.72516 5.57006
O -14.81922 -19.46002 -3.54023
O -17.37830 -16.25502 -1.71141
O -13.53649 -16.42374 0.56244
O -12.54959 -12.25840 2.31649
O -10.75514 -14.69626 4.01121
O -14.21798 -21.23908 -1.44239
O -7.34646 -15.84688 -0.19414
O -15.77745 -11.94768 4.70441
H -8.91341 -12.58268 1.67168
H -7.93840 -16.57798 -0.39752
H -10.38984 -12.37532 -0.54668
H -17.78617 -16.23144 -2.59392
H -9.80770 -13.71277 -0.97183
H -13.26482 -16.59358 -3.61451
H -14.95312 -20.26983 -3.01522
H -12.54662 -12.87065 3.06031
H -15.51423 -15.43738 5.30602
H -11.71470 -11.74462 2.42425
H -14.51798 -15.61072 6.52542
H -14.80008 -16.74059 3.41551
H -9.75313 -20.06369 2.75036
H -10.03444 -18.05118 4.46351
H -14.14146 -14.77100 0.56390
H -13.86913 -18.17070 -2.09629
H -14.58641 -21.74110 -0.70011
H -11.00039 -13.96286 4.60440
H -9.94125 -16.58488 0.95765
H -9.20834 -17.76476 1.55098
H -12.27083 -11.04718 -0.73247
H -12.88699 -12.98709 6.36678
H -9.26212 -14.25474 -3.21069
H -17.40106 -15.27105 3.58878
H -13.60978 -13.37659 1.13767
H -10.83409 -14.37603 0.75474
H -10.66513 -15.55102 4.52481
H -13.03388 -13.08328 -2.60537
H -15.95677 -14.02187 1.38446
H -11.36717 -10.41735 -1.87628
H -13.79127 -20.87835 3.14960
H -17.46605 -17.53030 0.72437
H -13.12484 -14.22517 5.41700
H -17.68625 -16.07207 1.24604
H -15.85314 -16.99842 2.24323
H -11.84926 -20.77157 -2.61429
H -9.78776 -15.52890 -2.52698
H -16.34448 -12.46315 4.11927
H -7.68055 -15.08724 -0.67784
H -11.02036 -14.96017 2.28190
H -13.04055 -14.20168 -3.72605
H -11.22877 -19.70368 2.76019
H -14.39194 -11.96604 -0.28288
H -9.13967 -17.10314 5.26695
H -10.10348 -18.11639 -2.57553
H -12.61710 -16.02379 0.61601
H -9.35410 -13.14743 3.02513
H -13.92880 -16.63545 1.44129
H -14.88390 -12.26491 4.60436
H -11.46726 -17.44800 -2.91045
H -10.73140 -21.13021 -1.65846
H -9.40806 -18.90006 -0.43347
H -12.72037 -20.35753 4.14941
H -7.82945 -14.71483 2.76609
H -15.24329 -19.55343 -4.40172
H -13.92966 -11.12840 0.93016
H -13.28324 -21.57392 -1.49321
H -17.03019 -16.65748 4.09046
H -16.43382 -16.22506 -1.88926
H -17.11924 -13.10387 1.59679
H -13.35115 -21.40407 1.04132
H -13.21535 -17.23768 -1.00730
H -13.84444 -16.50812 -5.07798
H -13.35661 -22.64374 1.90095
H -8.48490 -19.84562 -1.23867
H -7.36482 -15.69171 1.70320
*
```

Calculated values
DFT total energy (eV): -68645.05280

Record 2
Density functional theory data (ωB97M-V/def2-TZVPD) for one molecule with the formula C7H10 at a distorted geometry.

Structure (ORCA input):
```
! RIJCOSX wB97M-V def2-TZVPD def2/J DEFGRID3
* xyz 0 1
C 0.52980 1.70326 0.72253
C -3.02989 -1.35878 0.07556
C -0.53856 -0.69318 0.24356
C 2.94765 0.43792 -0.25056
C 0.51001 0.42159 0.05534
C -1.80702 -0.46733 -0.22038
C 1.77457 0.14732 -0.78343
H -3.78805 -0.82761 0.54237
H 3.05228 1.50804 0.11502
H 3.80417 -0.17079 -0.19811
H -2.60984 -2.12444 0.82117
H 1.36324 2.22519 1.20726
H 1.62840 -0.72948 -1.48295
H -1.87065 0.24189 -1.05603
H -3.39683 -1.77305 -0.94619
H -0.40161 2.09446 1.17537
H -0.10049 -1.58899 0.76637
*
```

Calculated values
SMILES: C=CC(=C)/C=C/C
DFT total energy (eV): -7416.42275

Record 3
Density functional theory data (ωB97M-V/def2-TZVPD) for an isolated ion of composition C3H3FN3 and charge +1 at a distorted geometry.

Structure (ORCA input):
```
! RIJCOSX wB97M-V def2-TZVPD def2/J DEFGRID3
* xyz 1 1
F 2.04303 2.75672 0.87787
N -0.42512 2.82435 -1.68111
N 1.08229 1.98240 0.27871
N -0.70586 1.82613 -1.30138
C 0.01790 -0.02214 -0.06982
C -0.77380 0.53693 -0.97728
C 0.97251 0.77871 0.72523
H 1.37877 0.23294 1.50655
H -0.02596 -1.04205 -0.04234
H -1.37662 -0.17610 -1.54719
*
```

Calculated values
SMILES: N#[N+]/C=C\C=N\F
DFT total energy (eV): -10334.85563

Record 4
Density functional theory data (ωB97M-V/def2-TZVPD) for a 2-piece molecular cluster, C6H13O4 overall at a distorted geometry.

Structure (ORCA input):
```
! RIJCOSX wB97M-V def2-TZVPD def2/J DEFGRID3
* xyz 0 4
O 2.80896 -0.24693 -4.77776
O 0.10669 -0.23867 -1.08712
O 1.57664 -0.27581 -4.68050
O 0.18341 -3.15542 -0.57910
C 0.58318 -1.26085 -1.72672
C -0.35003 1.43059 2.21474
C -1.05330 2.68490 2.70789
C -0.45137 1.19437 0.72077
C -0.15274 -2.52160 -1.82643
C 0.27929 -0.08183 0.35559
H -0.15081 -0.95417 0.86561
H 1.66290 -1.32191 -1.87419
H -2.12287 2.64969 2.49218
H 0.71334 1.47103 2.47530
H -1.23065 -2.36091 -1.97235
H 0.34058 -3.03034 -2.66514
H -0.00831 2.03263 0.16654
H -0.63411 3.58149 2.24734
H -0.76220 0.54910 2.71844
H -0.92449 2.76270 3.78829
H 1.35476 -0.00466 0.56364
H -0.26489 -4.01456 -0.54288
H -1.50401 1.11116 0.41585
*
```

Calculated values
DFT total energy (eV): -14616.39026